# 1
107
Properties=species:S:1:pos:R:3 method="wB97M-V/def2-TZVPD" homo_energy_ev="-13.301 / -13.304" multiplicity=2 de_lowest_kj_mol=0.0 total_charge=+2
Ti 0.3323 -0.7623 0.3384
C -2.3108 0.2725 -0.9191
C -2.7084 -1.0285 -0.2611
O -1.7764 -1.3051 0.8087
C -2.1898 -1.0297 2.1628
C -1.4657 0.2015 2.6561
O -0.0921 -0.0122 2.2855
C 0.9354 0.5573 3.1201
C 2.2293 -0.0756 2.6521
O 2.1512 -0.1534 1.2139
C 3.2962 0.2502 0.4386
C 2.9803 -0.1845 -0.9754
O 1.5874 0.1204 -1.1322
C 1.0442 0.1044 -2.4700
C -0.3347 0.7085 -2.3303
O -0.8879 0.1807 -1.1061
H -2.5212 1.1516 -0.3055
H -2.8046 0.3808 -1.8848
H -2.6246 -1.8601 -0.9605
H -3.7256 -0.9975 0.1270
H -1.8987 -1.9003 2.7490
H -3.2711 -0.9070 2.2092
H -1.5473 0.2911 3.7398
H -1.8138 1.1259 2.1894
H 0.7372 0.3043 4.1620
H 0.9357 1.6388 2.9848
H 2.3494 -1.0905 3.0293
H 3.0826 0.5357 2.9431
H 4.1938 -0.2412 0.8135
H 3.3907 1.3346 0.5136
H 3.1335 -1.2563 -1.1236
H 3.5685 0.3785 -1.7008
H 1.0038 -0.9216 -2.8338
H 1.6684 0.7230 -3.1156
H -0.9633 0.4099 -3.1690
H -0.2887 1.7934 -2.2379
O 0.7310 -2.6218 1.2866
C 0.3879 -3.2251 0.2245
N 0.0527 -4.4870 0.0070
C -0.5968 -4.6083 -1.3130
C -0.3247 -3.1857 -1.8793
O -0.6188 -2.7782 -2.9728
N 0.2499 -2.4373 -0.8707
C -2.1179 -4.6863 -1.1722
C -2.8791 -4.8113 -2.3335
C -4.2617 -4.8144 -2.2624
C -4.9013 -4.6990 -1.0329
C -4.1487 -4.5798 0.1237
C -2.7589 -4.5657 0.0548
C 0.0092 -5.7304 -2.1315
C 1.0840 -5.4990 -2.9816
C 1.6714 -6.5533 -3.6651
C 1.1913 -7.8437 -3.4979
C 0.1196 -8.0792 -2.6486
C -0.4730 -7.0255 -1.9703
H 0.0600 -5.2098 0.7089
H -2.3839 -4.9066 -3.2912
H -4.8439 -4.9190 -3.1681
H -5.9816 -4.7193 -0.9795
H -4.6388 -4.5166 1.0868
H -2.1902 -4.4752 0.9715
H 1.4600 -4.4945 -3.1342
H 2.5004 -6.3659 -4.3341
H 1.6474 -8.6648 -4.0342
H -0.2614 -9.0832 -2.5198
H -1.3230 -7.2127 -1.3247
C -1.1063 5.0901 -2.2646
C -0.8943 5.6821 -0.8637
C -2.1455 5.3160 -0.0484
C -0.8370 7.2167 -0.9964
Si 0.7228 5.0606 -0.0585
Br 0.2089 2.8584 0.5672
C 2.1934 4.8262 -1.2664
C 2.4036 6.1201 -2.0761
C 3.4987 4.5230 -0.5170
C 1.9864 3.6603 -2.2482
C 1.1751 5.8966 1.5950
C 1.9063 7.2236 1.3119
C 2.0758 5.0248 2.4857
C -0.0818 6.2085 2.4223
H -2.0632 5.4482 -2.6543
H -1.1582 3.9987 -2.2369
H -0.3392 5.3854 -2.9777
H -3.0190 5.7437 -0.5484
H -2.1304 5.7038 0.9670
H -2.2902 4.2352 0.0022
H -1.7284 7.5572 -1.5302
H 0.0300 7.5631 -1.5603
H -0.8330 7.7153 -0.0276
H 2.5549 6.9921 -1.4383
H 1.5723 6.3334 -2.7466
H 3.2994 6.0120 -2.6941
H 3.8287 5.3476 0.1122
H 4.2916 4.3389 -1.2480
H 3.4084 3.6333 0.1123
H 1.0863 3.7563 -2.8522
H 1.9445 2.7089 -1.7118
H 2.8388 3.6277 -2.9344
H 2.8809 7.0744 0.8467
H 2.0781 7.7392 2.2605
H 1.3282 7.8978 0.6788
H 3.0190 4.7528 2.0179
H 1.5658 4.1096 2.7933
H 2.3126 5.5880 3.3923
H -0.7318 6.9391 1.9432
H 0.2285 6.6343 3.3802
H -0.6671 5.3110 2.6354


# 2
45
Properties=species:S:1:pos:R:3 method="wB97M-V/def2-TZVPD" homo_energy_ev=-7.495 de_lowest_kj_mol=119.7 total_charge=0 smiles=COc1ccc(N2CCN(c3ccnc4cc(Cl)ccc34)CC2)cc1
C 4.1412 4.0955 -0.9032
H 4.8899 3.9303 -0.1208
O 3.8066 2.8997 -1.5601
C 3.2513 1.8900 -0.8236
C 2.9511 0.7187 -1.5146
C 2.3821 -0.3602 -0.8735
C 2.0955 -0.3185 0.4934
C 2.4204 0.8527 1.1792
C 2.9782 1.9430 0.5369
H 3.2064 2.8228 1.1182
H 2.2584 0.9163 2.2448
N 1.5827 -1.4082 1.1950
C 1.4329 -2.6902 0.5552
H 2.3010 -2.8918 -0.0719
C 0.1259 -2.7855 -0.2683
N -0.7951 -1.7973 0.2482
C -1.9072 -1.4461 -0.4786
C -2.3889 -2.2232 -1.5217
C -3.5861 -1.8691 -2.1472
N -4.3173 -0.8374 -1.8222
C -3.8327 0.0001 -0.8848
C -4.5819 1.1591 -0.5942
C -4.0861 2.0911 0.2739
C -2.8187 1.9396 0.8536
C -2.0962 0.8027 0.6126
C -2.5989 -0.2223 -0.2110
H -1.0980 0.7198 1.0115
H -2.4204 2.7267 1.4741
Cl -4.9999 3.5139 0.6358
H -5.5284 1.2891 -1.0926
H -3.9862 -2.4990 -2.9320
H -1.8927 -3.1320 -1.8207
C -0.7921 -1.7733 1.6953
C 0.5534 -1.1977 2.1925
H 0.4544 -0.1309 2.3884
H 0.8406 -1.6926 3.1291
H -0.9145 -2.8038 2.0638
H -1.6314 -1.1875 2.0666
H -0.2787 -3.8079 -0.1970
H 0.3107 -2.5574 -1.3200
H 1.4191 -3.4404 1.3534
H 2.1616 -1.2380 -1.4583
H 3.1673 0.6769 -2.5705
H 4.5611 4.7460 -1.6691
H 3.2597 4.5765 -0.4658


# 3
16
Properties=species:S:1:pos:R:3 method="wB97M-V/def2-TZVPD" homo_energy_ev="1.214 / -3.714" multiplicity=2 de_lowest_kj_mol=218.3 total_charge=-1
C -0.2544 -0.2408 1.2219
C -0.8110 0.7147 0.1798
C -0.4377 0.1448 -1.2006
C 1.9364 0.6681 -1.0178
N 0.9457 -0.0513 -1.3703
N -1.0957 -1.4309 1.3150
H -0.2837 0.4183 2.0982
H 0.8871 -0.4188 1.0635
H -1.8559 0.7029 0.1446
H -0.3997 1.6647 0.4439
H -0.5990 0.6553 -2.1545
H -1.0776 -0.7046 -1.6009
H 2.7538 0.1278 -1.4816
H 2.2052 1.6218 -0.4137
H -1.1848 -2.0448 0.5526
H -0.7287 -1.8271 2.2200


# 4
94
Properties=species:S:1:pos:R:3 method="wB97M-V/def2-TZVPD" homo_energy_ev="-10.637 / -10.634" multiplicity=5 de_lowest_kj_mol=0.0 total_charge=+1
Fe 1.5871 -0.3390 -1.6368
Ba -1.6504 -3.9432 1.7335
P 0.0132 -1.6963 0.0618
O 1.3086 -1.9382 -0.6096
O -1.1537 -2.5786 -0.4867
O 0.0468 -0.2596 -0.4567
O -0.0989 -1.7652 1.6198
C -0.6100 1.3644 3.2037
C 0.1215 2.4505 2.4111
C 0.8814 3.2946 3.4071
O 0.0368 4.2190 4.1567
C 0.6283 4.7401 5.2693
N 1.0239 1.7518 1.5602
H -1.6765 1.5451 3.3376
H -0.2036 1.1477 4.1916
H -0.6966 0.3952 2.7126
H -0.6135 2.9894 1.8132
H 1.7793 3.8121 3.0693
H 1.3142 2.6083 4.1350
H 0.0729 5.5314 5.7728
H 1.6038 5.1879 5.0794
H 0.7897 3.9993 6.0523
H 0.5789 1.1613 0.8722
H 1.4641 1.1485 2.2403
C 1.9616 2.5848 -3.1113
C 0.8595 3.0254 -4.0440
O -0.0631 3.8663 -3.2312
O 1.5015 1.7891 -2.0705
H 2.5332 3.4187 -2.7039
H 2.6016 1.9929 -3.7657
H 0.2844 2.1751 -4.4105
H 1.3444 3.6853 -4.7635
H -0.3718 4.4860 -3.8963
H 0.7396 2.2587 -1.7235
C -2.4109 3.9300 -0.2990
C -2.3073 2.3823 -0.3639
O -1.1679 1.8350 -1.1120
O -2.2999 4.5365 -1.5684
H -1.5564 4.2804 0.2799
H -3.3126 4.3707 0.1262
H -3.2153 1.9404 -0.7744
H -2.2372 2.0749 0.6795
H -0.9077 1.0049 -0.7060
H -1.4617 4.2836 -1.9621
C -3.7933 -0.2292 2.1533
C -5.2337 -0.4484 1.7914
O -5.3704 -0.4710 0.4394
O -2.8340 -1.2770 2.0425
H -3.7166 0.0848 3.1942
H -3.3925 0.6488 1.6468
H -5.8567 0.3783 2.1327
H -5.6426 -1.4078 2.1083
H -4.7148 -1.1249 0.1862
H -1.9650 -0.8860 2.1587
C 1.7256 -1.9029 4.4156
C 2.4245 -0.7002 3.7836
O 2.5409 -0.8211 2.3553
O 0.3593 -1.7974 4.0939
H 1.8409 -1.7794 5.4925
H 2.0884 -2.8573 4.0339
H 3.4211 -0.6081 4.2152
H 1.8739 0.2135 4.0074
H 1.6857 -1.2035 2.1455
H 0.1781 -1.8338 3.1519
C 1.2636 -1.6252 -4.1009
C 2.6647 -1.2800 -4.0731
O 3.1990 -0.8439 -2.8575
O 0.5282 -0.4590 -3.5390
H 1.1079 -2.5449 -3.5369
H 0.9234 -1.8915 -5.1016
H 2.9064 -0.4706 -4.7620
H 3.2584 -2.1587 -4.3249
H 4.1582 -0.8385 -2.8981
H -0.0446 -0.1638 -4.2506
C -3.2981 -1.7635 -2.6494
C -2.5805 -3.0362 -3.2180
O -1.2059 -3.1109 -3.0775
O -3.4584 -1.7528 -1.2374
H -4.1936 -1.3587 -3.1210
H -2.5546 -0.9917 -2.8483
H -2.8502 -3.2580 -4.2506
H -3.0615 -3.9097 -2.7778
H -1.1041 -2.9261 -2.1409
H -2.5716 -1.8606 -0.8859
C 3.4444 -4.6152 -1.6856
C 4.0160 -4.0486 -0.4226
O 3.8000 -2.6747 -0.2892
O 2.0206 -4.5707 -1.7299
H 3.7305 -5.6571 -1.8291
H 3.8331 -4.0387 -2.5251
H 5.0961 -4.1660 -0.5104
H 3.7351 -4.4861 0.5354
H 2.8692 -2.4511 -0.2164
H 1.6881 -3.7724 -1.3132


# 5
32
Properties=species:S:1:pos:R:3 method="wB97M-V/def2-TZVPD" homo_energy_ev="-11.940 / -14.117" de_lowest_kj_mol=430.3 total_charge=+1
C -1.6492 0.5855 -0.7725
C -2.5700 -0.0025 0.2645
C -4.0397 -0.0769 -0.1059
C -2.0750 -0.9813 1.2585
C 1.1951 -2.8979 -1.1286
C 2.1680 2.9379 -0.6587
C 2.1564 -2.4232 -0.0557
C 3.1708 1.9349 0.0391
N -1.9427 1.3646 0.4347
O 0.6451 0.7600 1.5255
O 1.6514 -1.4492 0.7720
O 2.7625 0.5623 -0.0454
P 1.3516 -0.0053 0.4315
H -2.1722 0.9620 -1.6038
H -4.6064 -0.0893 0.7562
H -4.1159 -0.9454 -0.7145
H -4.2962 0.7994 -0.6021
H -2.3868 -0.7713 2.2949
H -0.8801 -1.0078 1.3680
H -2.4157 -2.0274 0.8421
H 0.9799 -1.9613 -1.6029
H 1.5958 -3.6541 -1.7761
H 0.2695 -3.2446 -0.8047
H 2.5936 3.9520 -0.3424
H 2.3956 2.7590 -1.7505
H 1.2689 2.7406 -0.1825
H 3.0520 -2.1948 -0.6813
H 2.4258 -3.2982 0.4875
H 3.2681 2.1309 1.2347
H 4.0904 1.9654 -0.4540
H -1.4016 1.3257 1.2789
H -2.4890 2.2503 0.2934


# 6
14
Properties=species:S:1:pos:R:3 method="wB97M-V/def2-TZVPD" homo_energy_ev=-14.681 de_lowest_kj_mol=0.0 total_charge=+1
C 1.6087 -0.6655 0.4792
P 0.7826 0.6591 -0.4184
C -0.9106 0.8976 0.1578
C -1.7214 -0.3742 0.1860
N -1.6705 -1.3322 -0.6242
H 0.9772 -1.5360 0.3851
H 1.6654 -0.3690 1.5167
H 2.5900 -0.8371 0.0696
H 0.8410 0.3474 -1.7765
H 1.4824 1.8572 -0.2982
H -1.3825 1.6590 -0.4494
H -0.8256 1.2972 1.1607
H -2.4275 -0.4433 0.9998
H -1.0092 -1.1600 -1.3882


# 7
101
Properties=species:S:1:pos:R:3 method="wB97M-V/def2-TZVPD" homo_energy_ev="-7.064 / -7.290" multiplicity=5 total_charge=0
Fe -1.3124 -0.5613 -0.6377
C 2.4249 0.1236 -0.9129
P 2.4432 -1.5884 -0.2664
C 2.2900 -1.1190 1.5370
N 3.3077 -0.6279 2.1915
C 3.1114 -0.1844 3.4641
C 4.1947 0.3780 4.1841
C 3.9874 0.8708 5.4365
C 2.6980 0.8175 6.0327
C 1.6479 0.2675 5.3623
C 1.8421 -0.2416 4.0550
N 0.7878 -0.7763 3.3787
C 0.9940 -1.2186 2.1743
P -0.4870 -1.9033 1.2669
C -1.8068 -1.5620 2.4754
C -0.2954 -3.7759 1.4225
C -1.6765 -4.4147 1.2293
C 0.6409 -4.3563 0.3623
C 0.2439 -4.1204 2.8123
C 4.2225 -2.1004 -0.4965
C 5.2654 -0.9875 -0.3692
C 4.2648 -2.6647 -1.9233
C 4.5317 -3.2206 0.5040
H 2.6381 0.1182 -1.9845
H 3.1551 0.7407 -0.3928
H 1.4364 0.5651 -0.7820
H 5.1669 0.4102 3.7073
H 4.8089 1.3116 5.9855
H 2.5534 1.2194 7.0273
H 0.6572 0.2072 5.7954
H -1.6692 -2.1199 3.3987
H -2.7626 -1.8026 2.0130
H -1.7864 -0.5038 2.7203
H -2.0799 -4.2323 0.2355
H -2.4094 -4.0630 1.9569
H -1.5671 -5.4962 1.3601
H 0.3461 -4.0723 -0.6494
H 0.6052 -5.4473 0.4415
H 1.6708 -4.0440 0.5093
H -0.4105 -3.7847 3.6180
H 1.2365 -3.7009 2.9853
H 0.3248 -5.2090 2.8814
H 5.1825 -0.2636 -1.1834
H 6.2629 -1.4373 -0.4340
H 5.1883 -0.4607 0.5795
H 3.9130 -1.9375 -2.6608
H 3.6477 -3.5612 -2.0182
H 5.2956 -2.9270 -2.1814
H 4.5567 -2.8448 1.5288
H 5.5113 -3.6538 0.2784
H 3.7948 -4.0267 0.4477
C 1.4014 4.0928 -2.8435
C 1.2086 3.1831 -1.6226
C 2.4122 3.3627 -0.6818
C -0.0956 3.4792 -0.8919
C -0.1808 4.7330 -0.2880
C -1.2989 5.1328 0.4152
C -2.3659 4.2581 0.5021
C -2.3318 2.9983 -0.0913
C -3.5966 2.1697 0.0240
C -3.3991 0.9879 0.9749
C -4.1707 1.7747 -1.3373
C -1.1765 2.5750 -0.7877
N -1.1010 1.2618 -1.3739
C -1.0096 1.2077 -2.7581
C -1.4039 2.2152 -3.6511
C -1.2934 2.0558 -5.0280
C -0.7942 0.8845 -5.5844
C -0.4183 -0.1462 -4.7294
C -0.5410 0.0578 -3.3819
F -0.1728 -0.9623 -2.5239
H 2.3750 3.9040 -3.3069
H 1.3666 5.1452 -2.5485
H 0.6325 3.9246 -3.5983
H 1.1832 2.1538 -1.9766
H 2.6677 4.4221 -0.5828
H 3.2927 2.8521 -1.0766
H 2.2087 2.9773 0.3191
H 0.6632 5.4098 -0.3686
H -1.3449 6.1124 0.8740
H -3.2688 4.5617 1.0218
H -4.3405 2.8144 0.4968
H -2.4561 0.4783 0.7690
H -4.2090 0.2587 0.8982
H -3.3229 1.3260 2.0120
H -3.6164 0.9611 -1.7962
H -4.1414 2.6257 -2.0236
H -5.2118 1.4597 -1.2304
H -1.8181 3.1282 -3.2383
H -1.6126 2.8632 -5.6769
H -0.7056 0.7659 -6.6561
H -0.0456 -1.0948 -5.0943
Te -3.1798 -2.0796 -1.5039
C -5.1181 -1.3177 -1.3591
C -5.9551 -1.2508 -0.2834
C -7.2265 -0.6787 -0.5999
C -7.3252 -0.3318 -1.9134
S -5.8829 -0.6975 -2.7582
H -5.6782 -1.6003 0.7031
H -8.0233 -0.5398 0.1194
H -8.1669 0.1078 -2.4288


# 8
10
Properties=species:S:1:pos:R:3 method="wB97M-V/def2-TZVPD" homo_energy_ev=-17.173 de_lowest_kj_mol=95.1 total_charge=+1
C 0.8002 0.1914 1.1664
C -0.9863 0.1723 -0.1065
C 0.3063 -0.4206 -0.9026
O -0.4661 0.4524 1.1756
O 1.3461 -0.2091 0.0911
H 1.6357 0.5354 1.8487
H -1.2315 1.1879 -0.5473
H -1.9373 -0.4192 0.2044
H 0.1080 -1.4439 -1.0513
H 0.4250 -0.0466 -1.8785